C53H43N10O4P2STl as an isolated structure in a non-equilibrium geometry. Source: the OMol25 dataset; level of theory: the ωB97M-V functional and the def2-TZVPD basis.

Geometry as XYZ:
```
114
Properties=species:S:1:pos:R:3:mulliken_charge:R:1
Tl 0.44782 -0.56117 0.51883 1.934
C 4.48863 1.25233 2.24420 -0.740
C 3.41794 0.89970 1.43381 -1.336
N 2.58111 -0.06381 1.80927 1.040
C 2.78087 -0.67395 2.97175 -0.566
C 3.90517 -0.35911 3.73200 -0.662
N 4.74166 0.60323 3.37400 -0.560
C 1.76327 -1.66289 3.38486 0.851
C 1.61182 -2.10030 4.68822 -0.805
C 0.59579 -3.01081 4.98307 0.545
C -0.21297 -3.45085 3.93847 -0.547
C 0.03036 -2.99232 2.65467 0.513
N 0.98639 -2.10669 2.40573 -0.226
C -0.67433 -3.48107 1.44970 -0.114
C -1.59569 -4.51882 1.46929 -0.163
N -2.15783 -4.97697 0.36089 -0.608
C -1.80385 -4.41542 -0.78304 -0.814
C -0.90280 -3.35895 -0.82485 -0.541
N -0.35212 -2.90410 0.29307 0.028
C 0.42388 -3.53310 6.35816 0.410
C 0.69789 -2.74459 7.46902 -0.491
C 0.57005 -3.30419 8.73135 -0.470
N 0.19738 -4.56427 8.93415 -0.563
C -0.06650 -5.31699 7.87127 -0.463
C 0.03183 -4.85001 6.56820 -0.523
H 5.15653 2.06180 1.97754 0.482
H 3.22286 1.37390 0.48318 0.992
H 4.14654 -0.90128 4.63764 0.500
H 2.26649 -1.74513 5.47097 0.507
H -1.02873 -4.12932 4.13887 0.760
H -1.89406 -4.99616 2.39327 0.413
H -2.26058 -4.79656 -1.68770 0.478
H -0.64399 -2.85785 -1.74161 0.768
H 0.98256 -1.70514 7.36605 0.480
H 0.77861 -2.71931 9.61920 0.379
H -0.36327 -6.34030 8.06762 0.386
H -0.15969 -5.51705 5.73776 0.490
O -0.51702 -0.69095 -1.65503 0.024
P -0.45847 0.11353 -2.93219 0.094
C 1.19806 -0.00402 -3.65067 -1.141
P 2.40642 0.56937 -2.41816 0.577
O 1.85692 0.49698 -1.00832 0.162
C 2.77068 2.27794 -2.81290 0.890
C 2.36907 3.24545 -1.89197 0.183
C 2.64244 4.58336 -2.13501 -0.996
C 3.31652 4.95294 -3.29012 -0.689
C 3.70327 3.99120 -4.21559 -0.834
C 3.43303 2.65336 -3.98094 -0.543
C 3.84328 -0.48426 -2.59982 0.864
C 4.33591 -1.10248 -1.45059 -0.315
C 5.45552 -1.91741 -1.52794 -0.972
C 6.08165 -2.11926 -2.74956 -0.601
C 5.58525 -1.51525 -3.89818 -0.829
C 4.46921 -0.69952 -3.82763 -0.689
C -0.81748 1.85074 -2.68975 0.493
C -0.63867 2.79220 -3.70359 -0.308
C -0.97072 4.11615 -3.47622 -0.783
C -1.49546 4.50308 -2.24782 -0.879
C -1.68427 3.56632 -1.24133 -0.896
C -1.34535 2.23835 -1.46092 0.538
C -1.59764 -0.58451 -4.12185 1.121
C -2.63524 -1.36955 -3.61590 0.197
C -3.54434 -1.95232 -4.48577 -1.102
C -3.41406 -1.76056 -5.85499 -0.606
C -2.38258 -0.97823 -6.35832 -0.742
C -1.47459 -0.38618 -5.49557 -0.877
H 1.28491 0.56879 -4.57534 0.784
H 1.37839 -1.06003 -3.86521 0.583
H 1.83474 2.94212 -0.99976 0.397
H 2.32831 5.33531 -1.42324 0.499
H 3.54529 5.99500 -3.47045 0.435
H 4.21752 4.28615 -5.12032 0.460
H 3.74434 1.91180 -4.70588 0.217
H 3.83067 -0.95038 -0.50629 0.444
H 5.84211 -2.39423 -0.63695 0.475
H 6.95391 -2.75608 -2.80986 0.424
H 6.07134 -1.68498 -4.84944 0.446
H 4.08595 -0.24447 -4.73310 0.332
H -0.24438 2.49799 -4.67042 0.399
H -0.82783 4.85046 -4.25787 0.485
H -1.76450 5.53789 -2.08064 0.470
H -2.10510 3.86216 -0.28829 0.641
H -1.49750 1.50117 -0.68485 -0.050
H -2.71560 -1.52698 -2.54635 -0.001
H -4.35339 -2.55568 -4.09549 0.520
H -4.11647 -2.22544 -6.53380 0.436
H -2.28804 -0.82943 -7.42554 0.462
H -0.67618 0.22503 -5.90051 0.270
N -6.86992 3.24458 -0.68202 -0.473
C -5.99584 2.32469 -0.18884 1.113
C -5.29362 1.47113 -1.05886 -0.654
C -4.38549 0.56672 -0.55946 -0.264
C -4.17151 0.49031 0.81613 -0.762
C -4.85257 1.32905 1.69334 -0.328
C -5.76163 2.23344 1.19311 -0.952
S -2.95238 -0.60040 1.40214 1.721
O -3.13065 -0.89944 2.79014 -0.820
O -2.80675 -1.68318 0.47035 -0.635
N -1.53649 0.27040 1.21188 -0.240
C -1.13731 1.25252 2.06418 0.586
N 0.17164 1.51813 1.98611 0.314
C 0.66373 2.51546 2.71708 -0.251
C -0.13565 3.24625 3.56789 -1.096
C -1.47820 2.87886 3.59943 -0.419
N -1.98949 1.90931 2.85436 -0.388
H -7.11700 3.24002 -1.65417 0.196
H -7.43798 3.79087 -0.06123 0.199
H -5.48776 1.52286 -2.12361 0.351
H -3.84274 -0.09891 -1.21663 0.239
H -4.66162 1.24983 2.75436 0.517
H -6.32210 2.87260 1.86419 0.354
H 1.72645 2.71064 2.61809 0.484
H 0.25743 4.04964 4.17122 0.476
H -2.18142 3.38950 4.24825 0.500
```

Properties
E_HOMO (eV): -11.959
Gap between HOMO and LUMO (eV): 5.8
F_max (eV/A): 1.16
Charge: +2

The molecule C26H29N5O2. Source: the OMol25 dataset; level of theory: the ωB97M-V functional and the def2-TZVPD basis.

Geometry as XYZ:
```
62
Properties=species:S:1:pos:R:3:mulliken_charge:R:1
C 6.03944 0.29892 -1.53573 -1.785
C 6.83914 -0.03795 -0.28823 1.875
C 5.98874 -0.69846 0.80488 -1.301
O 5.03060 0.18262 1.34574 -0.412
C 3.75841 0.24540 0.85066 0.627
C 3.19826 -0.62478 -0.06799 -0.231
C 1.87369 -0.41300 -0.43199 -0.265
C 1.12355 0.65853 0.10225 0.402
C 1.67863 1.50538 1.05002 -0.555
C 2.99083 1.28730 1.40385 -0.884
H 3.47088 1.91813 2.13482 0.461
H 1.11329 2.29838 1.51401 0.590
N -0.12926 0.54662 -0.47153 0.264
C -0.06506 -0.55526 -1.28236 -0.194
N 1.08960 -1.13766 -1.29656 -0.778
H -0.91137 -0.86813 -1.86028 0.475
C -1.24936 1.36399 -0.30556 0.106
N -2.40998 0.76400 -0.37018 -0.074
C -3.54546 1.46423 -0.20391 0.273
C -3.50347 2.86394 0.06455 1.332
C -4.68378 3.57622 0.32336 -0.893
C -5.88162 2.91056 0.31856 -0.854
C -5.94268 1.54882 0.04049 -0.615
C -4.81067 0.78778 -0.23483 0.005
N -4.94002 -0.54305 -0.53349 0.168
C -5.88041 -1.39695 0.15483 -0.844
H -6.59274 -0.79997 0.72134 0.444
C -5.13748 -2.33318 1.11491 -0.953
H -5.84618 -2.98684 1.62335 0.388
H -4.62358 -1.73326 1.86963 0.316
C -4.10832 -3.17944 0.36516 0.037
N -3.43927 -4.06653 1.30248 -0.732
H -2.92758 -3.52252 1.99031 0.274
H -2.76808 -4.65100 0.81582 0.288
C -3.16397 -2.24341 -0.40438 -0.316
H -2.47117 -2.82605 -1.01553 0.331
H -2.58270 -1.64480 0.29994 0.115
C -3.97904 -1.30396 -1.29383 -1.066
H -3.32870 -0.62013 -1.83416 0.586
H -4.54208 -1.90415 -2.02268 0.361
H -4.63491 -3.82174 -0.35327 0.362
H -6.43153 -1.99218 -0.58399 0.340
H -6.91402 1.07985 0.01076 0.520
H -6.80003 3.44427 0.51467 0.384
H -4.62883 4.63435 0.52961 0.399
C -2.23582 3.48899 0.06421 -1.048
C -1.10124 2.75454 -0.12115 -0.804
H -0.12493 3.20947 -0.15763 0.676
H -2.18414 4.55919 0.20812 0.411
H 3.72906 -1.45288 -0.50528 0.390
H 6.63840 -0.95810 1.64785 0.499
H 5.53496 -1.61973 0.42617 0.402
C 8.17335 -0.76355 -0.53858 -0.749
H 8.42255 -0.91979 -1.59221 0.305
H 8.32476 -1.69537 0.01398 0.272
O 8.91317 0.31852 0.02523 -0.423
C 7.73327 1.09530 0.24679 -0.667
H 7.59618 1.34608 1.30117 0.227
H 7.73227 2.01043 -0.35162 0.297
H 5.22299 0.97536 -1.29203 0.341
H 6.67888 0.78094 -2.27202 0.555
H 5.62460 -0.60433 -1.97851 0.345
```

Properties
Structure (SMILES): CC1(COc2ccc3c(c2)ncn3-c2ccc3cccc(N4CCC(N)CC4)c3n2)COC1
E_HOMO (eV): -7.481
Gap between HOMO and LUMO (eV): 7.6
F_max (eV/A): 0.95
Energy above the lowest of the compared OMol25 structures with the same formula, charge and spin (kJ/mol): 159.9
Charge: 0